A.
The following is a DFT calculation (the ωB97M-V functional and the def2-TZVPD basis) of the ion C6H13N with charge -1.

Results
**Orbital gap (alpha / beta)**: 2.6712 / 8.3479 eV
**⟨S²⟩**: 0.7502

```
! RIJCOSX wB97M-V def2-TZVPD def2/J DEFGRID3
* xyz -1 2
C 0.191 -1.270 -0.647
N -0.273 -0.018 0.025
C -1.510 0.556 0.736
C -1.772 -0.197 2.030
C 0.500 1.139 -0.420
C 1.517 0.558 -1.368
C 1.651 -0.813 -0.886
H -0.295 -1.381 -1.639
H 0.071 -2.185 -0.033
H -1.236 1.583 0.975
H -2.406 0.474 0.052
H -2.807 -0.080 2.299
H -1.540 -1.200 1.871
H -1.121 -0.016 2.906
H -0.075 1.897 -0.926
H 1.051 1.548 0.436
H 1.134 0.607 -2.370
H 2.422 1.142 -1.336
H 2.062 -1.458 -1.575
H 2.436 -0.888 -0.129
*
```

=====

B.
The following is a DFT calculation (the ωB97M-V functional and the def2-TZVPD basis) of a cluster of 2 separate species, C6H13N in total.

Results
**Orbital gap (alpha / beta)**: 4.7084 / 3.6683 eV
**⟨S²⟩**: 0.7829

```
! RIJCOSX wB97M-V def2-TZVPD def2/J DEFGRID3
* xyz -1 2
C 1.086 1.176 -1.937
N 1.629 -0.120 -1.853
C 0.948 -0.889 -0.860
C -1.525 -0.673 1.646
C -0.621 -0.243 2.584
C -0.227 -1.013 3.652
C -0.264 1.297 -2.750
H 0.900 1.726 -0.986
H 1.789 1.815 -2.496
H 0.824 -0.326 0.100
H 1.624 -1.711 -0.562
H -0.044 -1.325 -1.125
H -2.031 -1.620 1.797
H -1.956 -0.027 0.893
H -0.219 0.758 2.546
H 0.364 -0.636 4.467
H -0.605 -2.024 3.720
H -0.657 2.315 -2.767
H -0.988 0.600 -2.321
H -0.028 0.918 -3.748
*
```

=====

Ranked by calculated energy, most stable first: A, B.